{"formula": "C7H14N2O5", "method": "ωB97M-V/def2-TZVPD", "total_charge": 0, "e_above_lowest_kcal_mol": 23.6, "gap_ha": 0.374, "energy_ev": -20703.716, "smiles": "C[C@@H](O)[C@H](NC(=O)[C@@H](N)CO)C(=O)O", "symbols": ["O", "H", "C", "H", "H", "O", "C", "C", "H", "C", "H", "N", "H", "H", "C", "C", "O", "N", "O", "H", "H", "O", "H", "C", "H", "H", "H", "H"], "xyz": [[-2.397, -0.374, 1.723], [-0.568, -1.018, -2.725], [0.002, 0.270, -0.935], [-2.065, 0.060, -0.706], [0.650, -1.984, -0.485], [0.824, 2.371, -1.622], [-0.300, 1.607, -1.522], [-1.334, -0.427, 1.135], [1.939, -1.384, -3.317], [0.186, 0.348, 2.839], [1.261, 0.252, -3.659], [-1.180, -0.214, -0.222], [1.113, -0.466, 4.350], [1.669, -1.875, 1.635], [-0.150, -0.817, 1.939], [0.286, -0.827, -2.052], [-1.401, 1.976, -1.902], [0.983, -1.323, 1.131], [0.517, -2.108, -1.462], [0.590, 3.176, -2.043], [-0.401, -1.614, 2.615], [1.388, 0.105, 3.607], [2.243, 0.002, -2.180], [1.517, -0.467, -2.885], [1.555, -0.575, 0.858], [0.887, 0.473, -0.349], [0.477, 1.243, 2.258], [-0.667, 0.581, 3.510]], "forces_ev_per_angstrom": [[-0.28, 0.18, -0.50], [-0.09, 0.79, 0.43], [-1.00, -1.42, -1.01], [1.00, -0.26, 0.69], [-0.11, -0.16, -0.55], [-0.22, -1.82, 0.83], [-1.26, 1.20, -1.27], [-0.63, -0.29, -0.84], [-0.14, 0.39, 0.09], [1.19, 1.15, 0.69], [0.15, 0.08, -0.14], [-1.06, 0.86, 0.60], [0.44, 0.38, -0.40], [-0.61, -0.30, 0.57], [1.93, -0.49, 0.10], [0.88, -0.67, -0.08], [1.63, -0.40, 0.56], [-0.34, -0.67, 0.60], [-0.04, 0.68, 0.60], [-0.48, 1.48, -0.78], [-0.65, -0.55, 0.04], [-1.04, -0.65, 0.41], [-0.10, -0.37, -0.74], [0.15, 0.31, 0.83], [0.84, 1.32, -0.51], [-0.06, -0.45, 0.25], [-0.51, -0.27, 0.08], [0.41, -0.04, -0.56]]}